A 10-piece molecular cluster, C10H40N20O10 overall at a distorted geometry, computed with ωB97M-V with the def2-TZVPD basis set.

The geometry in ORCA input format:
```
! RIJCOSX wB97M-V def2-TZVPD def2/J DEFGRID3
* xyz 0 1
O 1.5148 -2.3766 -5.1119
O -1.0845 -2.3993 2.2609
O 4.0449 1.6393 4.7678
O -1.1910 -5.5350 -2.1080
O 0.1709 4.8256 2.5472
O 0.6964 -1.3515 -0.3066
O -3.4781 -0.8546 -2.0099
O -1.5277 2.7434 0.2930
O 4.7858 -0.6183 -2.8117
O -0.8343 0.6546 4.7300
N 1.1995 3.2257 1.2639
N -1.3864 -3.5892 -0.8242
N -2.8226 3.6929 -1.2741
N -3.1752 -4.6232 -1.6753
N -2.8805 4.4745 0.8869
N -0.0303 -3.8175 3.7060
N 1.8979 1.0591 4.9528
N 1.1582 -2.7896 2.0846
N -2.3768 0.2858 3.0850
N 0.0161 0.0804 1.2638
N -0.4183 0.6857 -0.8371
N -2.7989 0.4428 -3.7445
N 2.8494 -1.8808 -2.7589
N 2.7867 1.0363 2.8858
N -1.6644 -1.4793 -3.2085
N -2.2395 2.3081 4.1610
N 1.4537 -0.0721 -5.2046
N 3.6741 -1.0179 -0.8355
N 1.7797 -1.3369 -7.0853
N 2.3052 4.0850 2.9796
C -2.7162 -0.6832 -2.9635
C -2.4111 3.5665 0.0051
C 3.8492 -1.1189 -2.2071
C -1.8209 -4.6474 -1.5299
C 3.0062 1.2496 4.2147
C 1.1699 4.1554 2.2774
C 0.1966 -0.2268 -0.0294
C 1.5859 -1.3189 -5.7270
C -0.0718 -2.9680 2.6669
C -1.8018 1.0514 4.0509
H 1.9756 -3.2654 2.4181
H -2.5398 2.8727 -1.7853
H 2.2459 -2.3188 -2.0938
H -3.7016 4.9663 0.5765
H 1.6897 -0.4986 -7.6245
H -3.5519 1.0943 -3.6394
H 2.9980 3.5607 2.4814
H -3.2134 0.4377 2.5540
H 1.4812 0.7082 -5.8319
H 1.8207 1.2952 2.7638
H 2.1615 0.9516 5.9193
H -0.4747 0.5336 -1.8290
H -1.3779 -1.5834 -4.1718
H -3.6162 -5.2767 -2.2949
H -3.3790 4.4444 -1.6324
H 1.4622 0.0614 -4.2079
H 2.7745 -1.2878 -0.4794
H -0.8569 -4.2979 4.0191
H 2.5424 4.7196 3.7202
H 0.2546 -0.6250 1.9418
H -1.5663 -2.3396 -2.7024
H 1.7271 -2.2950 -7.3915
H 2.9112 -2.0939 -3.7432
H -2.3535 0.3427 -4.6425
H 0.9111 0.9945 4.6852
H -0.5418 0.8935 1.4562
H -1.6951 -0.3573 2.7099
H -2.8438 2.5423 3.3894
H -0.7849 1.5079 -0.3882
H -0.4152 -3.3607 -0.6675
H 2.1083 3.0459 0.8722
H -1.9233 -2.8705 -0.3665
H -2.6468 4.5274 1.8612
H 4.5182 -0.8092 -0.3333
H 0.4159 3.2909 0.6322
H 1.2527 -2.2789 1.2079
H 3.5793 1.3566 2.3494
H 0.8090 -4.2828 3.9985
H -3.7331 -3.8649 -1.3221
H -1.8347 3.0016 4.7606
*
```

Values from the calculation:
M (g mol⁻¹): 600.56
Frontier orbital gap (eV): 8.8118
SMILES: NC(N)=O.NC(N)=O.NC(N)=O.NC(N)=O.NC(N)=O.NC(N)=O.NC(N)=O.NC(N)=O.NC(N)=O.NC(N)=O
Relative energy (zero: lowest compared OMol25 entry of this formula, charge and spin) (eV): 1.9789


The molecule C3H7N3S at a distorted geometry, computed with ωB97M-V with the def2-TZVPD basis set.

The geometry in ORCA input format:
```
! RIJCOSX wB97M-V def2-TZVPD def2/J DEFGRID3
* xyz 0 1
S -1.0640 1.3581 0.0817
N -1.0461 -0.3369 -0.0366
N 1.7508 0.2272 -0.1249
N 1.2683 -1.0509 0.1433
C 0.0138 -1.2201 0.0659
C 3.0538 0.2573 -0.0845
C -2.3565 -0.8324 -0.1021
H -2.9257 -0.0173 -0.7774
H 0.3139 1.5110 -0.3240
H 3.5673 1.2686 -0.0464
H -2.4491 -1.9753 -0.5041
H -0.2975 -2.2744 0.0554
H -2.9919 -0.7845 0.8928
H 3.7296 -0.5617 0.2485
*
```

Values from the calculation:
M (g mol⁻¹): 117.18
Frontier orbital gap (eV): 8.7023
SMILES: C=N/N=C\N(C)S
Relative energy (zero: lowest compared OMol25 entry of this formula, charge and spin) (eV): 3.9885


The molecule C2H6N2O2 at a distorted geometry, computed with ωB97M-V with the def2-TZVPD basis set.

The geometry in ORCA input format:
```
! RIJCOSX wB97M-V def2-TZVPD def2/J DEFGRID3
* xyz 0 1
O -0.3325 1.4204 -0.0085
O -0.2674 -1.0008 -1.1229
N 1.9344 -1.2204 -0.2660
N 0.4988 0.4208 0.4806
C -1.7741 0.9293 0.1011
C 0.6768 -0.5803 -0.3913
H 1.2629 0.9617 0.8313
H -1.9814 0.0056 -0.4312
H 2.0826 -2.1337 -0.6243
H -2.2011 0.7822 1.2320
H -2.3189 1.6605 -0.4531
H 2.4199 -1.2452 0.6523
*
```

Values from the calculation:
M (g mol⁻¹): 90.08
Frontier orbital gap (eV): 10.5111
SMILES: CONC(N)=O
Relative energy (zero: lowest compared OMol25 entry of this formula, charge and spin) (eV): 3.0838


A 2-piece molecular cluster, C2H9N2P3 overall at a distorted geometry, computed with ωB97M-V with the def2-TZVPD basis set.

The geometry in ORCA input format:
```
! RIJCOSX wB97M-V def2-TZVPD def2/J DEFGRID3
* xyz 0 1
P 2.2050 1.7729 0.1980
P -0.1473 0.7008 -1.2368
P 1.8265 -1.3888 0.5056
N 0.5231 1.3736 0.1347
N 1.4104 -1.8297 -0.8843
C -1.7302 -0.8785 0.5403
C -1.7902 0.1699 -0.5645
H 2.7101 -2.4327 0.9802
H -2.7356 -1.1767 0.8326
H -2.3093 1.0713 -0.2165
H -1.1900 -1.7580 0.1955
H 2.5994 1.0089 -0.8993
H 2.0997 2.9105 -0.6297
H -2.3476 -0.2241 -1.4169
H -1.2240 -0.4965 1.4253
H 0.0999 1.1771 1.0357
*
```

Values from the calculation:
M (g mol⁻¹): 154.03
Frontier orbital gap (alpha / beta) (eV): 6.1234 / 8.0013
Relative energy (zero: lowest compared OMol25 entry of this formula, charge and spin) (eV): 1.7022


The molecule C2H6NPSi2 at a distorted geometry, computed with ωB97M-V with the def2-TZVPD basis set.

The geometry in ORCA input format:
```
! RIJCOSX wB97M-V def2-TZVPD def2/J DEFGRID3
* xyz 0 1
P 0.3125 -1.7128 -1.1631
Si -1.2213 0.5375 0.4684
Si 2.0795 0.3076 0.5756
N -2.4397 -1.1676 -1.8343
C -1.3821 -1.4358 -1.5192
C 0.4001 -0.2781 -0.0963
H -1.9676 1.2450 -0.6198
H -2.3002 -0.3990 0.8140
H 2.8667 -0.8698 0.9999
H -0.7840 1.5887 1.4305
H 2.6930 0.9083 -0.6328
H 1.7431 1.2762 1.5773
*
```

Values from the calculation:
M (g mol⁻¹): 131.22
Frontier orbital gap (eV): 8.2613
SMILES: N#CP=C([SiH3])[SiH3]
Relative energy (zero: lowest compared OMol25 entry of this formula, charge and spin) (eV): 0.0000


A 2-piece molecular cluster, C9H14O overall at a distorted geometry, computed with ωB97M-V with the def2-TZVPD basis set.

The geometry in ORCA input format:
```
! RIJCOSX wB97M-V def2-TZVPD def2/J DEFGRID3
* xyz 1 2
O -1.2009 3.0378 -1.5034
C -0.6077 -1.6882 1.0751
C -1.3517 3.3618 0.8956
C -0.5272 -1.7549 -1.2803
C 0.7846 -1.6520 1.1695
C 1.4708 -1.7285 -0.0558
C 0.8745 -1.9000 -1.2715
C 2.9192 -1.6551 -0.0082
C -1.2875 -1.7887 -0.1620
C -1.4538 2.3104 -0.2156
H -1.1565 -1.7552 2.0272
H -0.9871 -1.7139 -2.2790
H -1.0162 1.4032 -0.0795
H -2.5779 1.9567 -0.5073
H -0.2366 3.1364 -1.6158
H -1.9724 3.1550 1.7967
H 3.4891 -2.1969 -0.7123
H -1.4240 4.3736 0.6227
H 1.4515 -2.0144 -2.1182
H -2.4038 -1.6773 -0.0463
H 3.2650 -0.6657 -0.0444
H 3.1513 -2.0303 0.9650
H -0.4107 3.2987 1.3046
H 1.2078 -1.8123 2.0433
*
```

Values from the calculation:
M (g mol⁻¹): 138.21
Frontier orbital gap (alpha / beta) (eV): 8.8203 / 4.3073
Expectation value of S²: 0.767
Relative energy (zero: lowest compared OMol25 entry of this formula, charge and spin) (eV): 3.0933


An isolated ion of composition C4H7ClN3O2S and charge +1 at a distorted geometry, computed with ωB97M-V with the def2-TZVPD basis set.

The geometry in ORCA input format:
```
! RIJCOSX wB97M-V def2-TZVPD def2/J DEFGRID3
* xyz 1 1
Cl 2.4434 -2.6403 -0.1247
S 2.7035 2.9310 -0.5706
O -0.4955 0.4921 0.2616
O 2.7711 0.5516 0.1198
N 1.6314 -0.1643 0.2908
N -0.0679 -1.7132 0.1696
N -2.1844 -0.8582 -0.4344
C -0.9786 -0.5785 0.0050
C -3.1577 0.1978 -0.6464
C 3.0112 1.8344 0.7783
C 1.2619 -1.4131 0.0734
H -2.4639 -1.7544 -0.7356
H 3.9726 1.9829 1.1129
H -2.6561 1.0610 -0.8793
H -0.5091 -2.6351 0.0771
H -3.8734 0.4973 0.2178
H -3.9454 0.2572 -1.4836
H 2.5370 1.9518 1.7681
*
```

Values from the calculation:
M (g mol⁻¹): 196.64
Frontier orbital gap (alpha / beta) (eV): 6.6186 / 7.3211
Relative energy (zero: lowest compared OMol25 entry of this formula, charge and spin) (eV): 2.3581


C24H24MnN4O4S3 as an isolated structure, computed with ωB97M-V with the def2-TZVPD basis set.

The geometry in ORCA input format:
```
! RIJCOSX wB97M-V def2-TZVPD def2/J DEFGRID3
* xyz 0 6
Mn -0.1619 -0.9625 0.2352
S 1.4705 1.4964 2.6238
S 4.4030 3.8091 1.7528
S 1.7037 2.6489 -0.6393
O -0.2801 -2.8787 0.8111
O -2.0850 0.9029 -3.1455
O 0.8419 -4.5461 1.8291
O -3.3993 1.6472 -0.8141
N 1.9762 -1.4247 0.6537
N 0.5284 -1.1568 -2.0314
N -1.5332 0.2409 -0.9702
N -1.5246 0.0485 1.7111
C -2.5097 0.9682 -0.3450
C 2.8687 4.0429 -0.6171
C -1.4846 -0.0813 3.0401
C 0.4663 3.1514 0.5794
C 0.7699 -3.4750 1.2589
C 4.3469 -1.3388 0.4248
C -0.4070 -1.0300 -4.2208
C 0.5753 -1.8720 -4.7095
C 4.4480 -2.6686 0.8147
C 4.2463 2.0933 2.3561
C -3.3031 1.6140 1.9459
C 3.2910 -3.3608 1.1241
C -2.4325 0.8668 1.1738
C 1.5495 -2.3373 -3.8369
C 1.4848 -1.9537 -2.5116
C 4.2487 3.7066 -0.0550
C -1.4495 0.2561 -2.3410
C 0.9038 3.1307 2.0413
C 3.0941 1.8792 3.3348
C -0.3946 -0.6984 -2.8757
C -2.3163 0.6284 3.8840
C -3.2369 1.5026 3.3255
C 2.0729 -2.7106 1.0139
C 3.0969 -0.7550 0.3688
H 2.9866 2.7362 4.0012
H 3.3057 1.0063 3.9555
H 0.5865 -2.1604 -5.7530
H 3.2872 -4.3946 1.4432
H -1.1856 -0.6133 -4.8446
H 0.1124 4.1479 0.3151
H 5.2244 -0.7591 0.1675
H -0.3540 2.4565 0.4104
H 2.9673 4.3730 -1.6521
H -4.0137 2.2521 1.4393
H -2.2361 0.4939 4.9544
H 2.2278 -2.3036 -1.8027
H 5.1848 1.8746 2.8668
H 4.9725 4.4317 -0.4308
H 4.5787 2.7178 -0.3748
H 0.0559 3.4207 2.6653
H -3.9005 2.0802 3.9572
H 2.3447 -2.9901 -4.1725
H 2.9644 0.2844 0.0913
H 4.1619 1.4282 1.4989
H -0.7626 -0.7838 3.4348
H 5.4149 -3.1538 0.8740
H 1.7172 3.8324 2.2085
H 2.4117 4.8531 -0.0483
*
```

Values from the calculation:
M (g mol⁻¹): 583.62
Frontier orbital gap (alpha / beta) (eV): 8.5767 / 8.8067
Expectation value of S²: 8.754
Relative energy (zero: lowest compared OMol25 entry of this formula, charge and spin) (eV): 0.5829


The molecule C2H3BrOS at a distorted geometry, computed with ωB97M-V with the def2-TZVPD basis set.

The geometry in ORCA input format:
```
! RIJCOSX wB97M-V def2-TZVPD def2/J DEFGRID3
* xyz 0 1
Br -1.5490 -1.2876 1.0802
S -2.6327 1.6330 0.2826
O -0.0688 0.6134 -0.0608
C 1.0946 -0.2160 -0.3211
C -1.2620 0.3560 0.3395
H 1.9566 0.0069 0.3780
H 1.5920 0.1716 -1.2915
H 0.8693 -1.2773 -0.4070
*
```

Values from the calculation:
M (g mol⁻¹): 155.02
Frontier orbital gap (eV): 8.3462
SMILES: COC(=S)Br
Relative energy (zero: lowest compared OMol25 entry of this formula, charge and spin) (eV): 1.8646


A 2-piece molecular cluster, C4H2Br2I2 overall at a distorted geometry, computed with ωB97M-V with the def2-TZVPD basis set.

The geometry in ORCA input format:
```
! RIJCOSX wB97M-V def2-TZVPD def2/J DEFGRID3
* xyz 0 1
I 1.2139 -0.8450 2.8453
I -0.4279 -0.7847 -3.0203
Br 1.8248 2.5353 -1.9858
Br -2.5174 -2.2874 2.3114
C 1.5818 0.7381 -1.1441
C 0.7508 -0.1940 -1.5045
C -1.1562 -1.8232 0.9680
C 0.0409 -1.4927 1.3066
H 2.3540 0.6204 -0.5263
H -1.5592 -1.7579 -0.1281
*
```

Values from the calculation:
M (g mol⁻¹): 463.68
Frontier orbital gap (alpha / beta) (eV): 7.5565 / 7.0362


The molecule C22H23N3O3 at a distorted geometry, computed with ωB97M-V with the def2-TZVPD basis set.

The geometry in ORCA input format:
```
! RIJCOSX wB97M-V def2-TZVPD def2/J DEFGRID3
* xyz 0 1
O -8.0206 -4.4660 2.4383
O 4.2889 1.1459 1.7528
O -6.8473 -6.0470 1.4636
N -2.4368 -0.7111 5.5701
N 2.0826 -0.3649 2.4623
N -6.9252 -4.9999 2.1471
C -4.8808 1.2340 1.3100
C -4.4869 -4.9702 2.2528
C -5.7209 -4.3845 2.5749
C 3.3797 -1.0405 2.4588
C -2.9555 0.7376 2.6852
C -3.5819 -0.7514 0.8802
C -3.3149 -4.2870 2.5476
C 2.0457 1.0718 2.7024
C -4.0338 1.5711 2.3569
C -0.3090 -0.6177 2.5434
C -2.2849 -1.3150 4.5861
C -2.0078 -2.2326 3.4611
C -4.6486 0.0887 0.5366
C -3.3281 -3.0265 3.1789
C -5.7650 -3.1805 3.3018
C -1.5843 -1.3833 2.2804
C -0.9337 -3.2311 3.9418
C -2.7537 -0.4296 1.9509
C 0.9604 -1.1140 2.3783
C 4.4387 -0.2665 1.6808
C -4.5712 -2.5132 3.5902
C 3.4846 1.5613 2.8713
H 1.5922 1.6049 1.8450
H -1.1454 -3.5551 4.9731
H -4.2077 2.4715 2.9506
H -3.3894 -1.6675 0.3207
H 4.4019 -0.5418 0.6150
H 3.8899 1.1873 3.8355
H -5.2698 -0.1789 -0.3109
H -2.2887 1.0169 3.5003
H -0.4331 0.4414 2.7646
H -2.3793 -4.7401 2.2422
H 1.1586 -2.1686 2.1596
H -5.7211 1.8790 1.0484
H 3.7292 -1.1589 3.5018
H -4.4663 -5.9562 1.7979
H -6.7242 -2.7973 3.6561
H 5.4300 -0.5309 2.0870
H -4.6290 -1.5507 4.1061
H -0.9247 -4.1081 3.2962
H 1.4553 1.3204 3.5982
H 0.0566 -2.7711 3.9226
H -1.4644 -2.0264 1.4061
H 3.2212 -2.0209 2.0006
H 3.5449 2.6572 2.8210
*
```

Values from the calculation:
M (g mol⁻¹): 377.44
Frontier orbital gap (eV): 7.0708
SMILES: C[C@](C#N)(c1ccc([N+](=O)[O-])cc1)[C@H](/C=C/N1CCOCC1)c1ccccc1
Relative energy (zero: lowest compared OMol25 entry of this formula, charge and spin) (eV): 7.5291


C3H3CrO2 as an isolated structure at a distorted geometry, computed with ωB97M-V with the def2-TZVPD basis set.

The geometry in ORCA input format:
```
! RIJCOSX wB97M-V def2-TZVPD def2/J DEFGRID3
* xyz 0 6
Cr 3.0641 -0.1002 0.1181
O 1.5110 -1.3739 -0.2114
O 1.2164 0.7519 0.2367
C 0.7301 -0.4312 0.1197
C -1.3487 0.7025 -0.0918
C -0.7244 -0.4980 -0.1056
H -1.2197 -1.4388 0.1351
H -1.0033 1.5135 -0.7360
H -2.2255 0.8742 0.5351
*
```

Values from the calculation:
M (g mol⁻¹): 123.05
Frontier orbital gap (alpha / beta) (eV): 6.2779 / 8.9176
Expectation value of S²: 8.755
Relative energy (zero: lowest compared OMol25 entry of this formula, charge and spin) (eV): 0.0000